Computed, not measured: 4 unconnected molecules or ions with the total composition C9H20NO12S2 in a non-equilibrium geometry, with ωB97M-V/def2-TZVPD.

Last column: natural (NBO) charge in e.
CARTESIAN COORDINATES (ANGSTROEM)
N  -0.516106  -0.541301  -1.873600  0.686
O  0.063815  -0.254392  -0.796438  -0.592
O  -1.749820  -0.845186  -1.801660  -0.563
O  0.149265  -0.931062  -2.836960  -0.516
O  1.118773  -3.691725  1.509447  -0.876
S  1.766650  -2.520968  2.236162  2.300
O  0.989593  -1.472183  2.780145  -0.939
O  2.582346  -2.969141  3.611361  -0.670
C  1.769978  -3.797000  4.333249  -0.084
C  2.602388  -4.046453  5.658728  -0.631
C  2.953482  -1.681598  1.249638  -0.852
H  1.704742  -4.690220  3.972590  0.174
H  0.716198  -3.515128  4.736783  0.194
H  2.232608  -4.795072  6.480049  0.210
H  2.637384  -3.091579  6.280334  0.207
H  3.633333  -4.381383  5.544626  0.209
H  2.606623  -0.697839  0.669165  0.306
H  3.277782  -2.124987  0.347667  0.260
H  3.674875  -1.478232  1.701715  0.191
O  -1.647640  1.794864  -6.505168  -0.966
S  -0.731615  2.803537  -6.106179  2.376
O  -1.187560  4.076082  -6.555991  -0.939
O  -0.594285  2.636102  -4.494474  -0.745
C  -1.757746  2.320732  -3.672775  -0.084
C  -1.625337  2.656876  -2.230744  -0.664
C  0.929222  2.433732  -6.575681  -0.824
H  -2.026242  1.215302  -4.028622  0.232
H  -2.533939  2.855068  -4.242993  0.175
H  -2.574217  2.129828  -1.819390  0.243
H  -1.845035  3.803512  -2.074626  0.221
H  -0.823699  2.050552  -1.932253  0.255
H  1.534992  2.352601  -5.780655  0.255
H  1.287110  3.264977  -7.120259  0.235
H  0.955307  1.703089  -7.135904  0.225
C  -1.979411  -0.070360  2.576291  -0.090
C  -1.225280  1.287787  2.083514  -0.153
O  -1.657545  2.178584  3.029520  -0.461
C  -2.672651  1.806750  3.594261  0.974
O  -3.347812  2.544252  4.282833  -0.640
O  -2.884425  0.543973  3.367200  -0.492
H  -1.511828  -0.913901  3.134494  0.196
H  -2.506165  -0.568505  1.701761  0.203
H  -1.644146  1.359273  1.033225  0.210
H  -0.143958  1.260743  1.669613  0.247

Atoms 1-3, force components in eV/Å:
N -0.8194 -4.2428 1.8086
O 0.3187 1.6283 0.0816
O 0.3601 1.5709 -0.6443

* charge: -1
* gap between HOMO and LUMO: 7.5 eV
* LUMO: 2.355 eV
* energy above the lowest of the compared OMol25 structures with the same formula, charge and spin: 3.041 eV